No. 1
C23H77O28P5 | ωB97M-V/def2-TZVPD

- Energy above the lowest of the compared OMol25 structures with the same formula, charge and spin: 277.3 kJ/mol

Element x y z (Å)
C1 -4.30710 4.30742 0.88832
O1 -4.75959 4.68417 -0.38151
H1 -3.72647 3.38541 0.91784
H2 -3.50329 4.99129 1.16092
H3 -5.06383 4.26139 1.67147
H4 -4.96127 5.61955 -0.45883
C2 5.89599 -0.64952 -1.29259
O2 6.89227 0.17522 -0.60808
H5 4.89170 -0.23580 -1.38389
H6 6.20592 -0.88979 -2.30960
H7 5.73530 -1.59650 -0.77731
H8 7.20576 0.88099 -1.17835
C3 -3.60101 -0.06052 4.15713
O3 -4.83634 -0.31824 4.77015
H9 -3.70363 0.59045 3.28892
H10 -2.98271 0.34181 4.95959
H11 -3.17071 -0.98313 3.76761
H12 -4.89346 -1.20821 5.12553
C4 4.40867 4.82425 -1.99781
O4 3.10776 4.18010 -1.94880
H13 4.63917 5.51789 -1.18921
H14 5.17252 4.06209 -2.15184
H15 4.47705 5.45196 -2.88630
H16 2.85504 3.93531 -2.84200
C5 4.96248 -0.49321 3.12701
O5 6.07821 0.33617 2.96905
H17 5.28366 -1.52976 3.02453
H18 4.58792 -0.40491 4.14681
H19 4.16145 -0.29281 2.41547
H20 6.36837 0.30806 2.05438
C6 0.12273 0.42378 -0.90043
O6 -0.64058 -0.14366 0.19633
H21 -0.30233 1.38322 -1.19524
H22 1.16598 0.50024 -0.59402
H23 0.12417 -0.26373 -1.74625
H24 -0.54713 0.42084 0.96718
C7 1.49454 3.14823 2.39150
O7 0.52798 2.25899 2.97161
H25 1.48037 3.09009 1.30314
H26 1.19015 4.15750 2.66865
H27 2.46652 2.84749 2.78256
H28 0.73911 2.21848 3.90723
C8 1.89564 -4.79674 -2.60884
O8 3.03703 -4.14572 -2.10083
H29 1.01808 -4.20847 -2.87705
H30 2.10413 -5.45127 -3.45514
H31 1.55796 -5.41703 -1.77859
H32 3.63535 -4.83813 -1.81070
C9 2.77344 8.60458 2.10771
O9 1.64691 9.32788 1.66038
P1 1.10133 9.21035 0.11148
O10 2.10381 8.94259 -0.95367
O11 0.07163 7.94102 0.21818
C10 -0.33928 7.19220 -0.90025
O12 0.19108 10.53770 -0.19299
C11 0.62652 11.73099 -0.87214
H33 2.83826 7.62311 1.63803
H34 2.58835 8.43963 3.16914
H35 3.72945 9.09715 1.93017
H36 -1.38277 7.33899 -1.17897
H37 -0.21208 6.12054 -0.74699
H38 0.26770 7.46619 -1.76315
H39 0.04189 11.81364 -1.78837
H40 1.65981 11.64669 -1.20874
H41 0.65502 12.58720 -0.19820
C12 -6.70649 0.42529 -2.40312
O13 -6.69356 -0.36249 -3.60443
P2 -6.84362 -1.96495 -3.61580
O14 -7.83799 -2.52953 -2.65219
O15 -5.33885 -2.49754 -3.48629
C13 -4.23653 -1.91820 -4.15405
O16 -7.23763 -2.33089 -5.14847
C14 -8.37014 -1.70688 -5.76588
H42 -6.85994 -0.04628 -1.43247
H43 -7.49466 1.17571 -2.46427
H44 -5.76959 0.98072 -2.36062
H45 -3.74257 -1.39303 -3.33656
H46 -4.50309 -1.21337 -4.94163
H47 -3.57529 -2.68752 -4.55281
H48 -8.24825 -1.66365 -6.84818
H49 -8.47911 -0.70504 -5.35049
H50 -9.30315 -2.22906 -5.55398
C15 1.18258 -2.47562 5.69505
O17 1.94724 -3.70040 5.67729
P3 2.90878 -4.06198 6.94386
O18 4.19915 -3.34210 7.16327
O19 3.04884 -5.66562 6.76155
C16 4.19736 -6.23794 6.14172
O20 1.86136 -3.97884 8.22142
C17 2.28969 -4.31864 9.52535
H51 0.15030 -2.69948 5.96409
H52 1.24977 -1.97107 4.73120
H53 1.54470 -1.77449 6.44697
H54 4.80815 -6.69962 6.91753
H55 4.86716 -5.55142 5.62388
H56 3.99839 -7.04741 5.43938
H57 1.76349 -5.20422 9.88166
H58 2.04151 -3.51999 10.22440
H59 3.36607 -4.47024 9.60596
C18 -0.80539 -9.10622 -0.13495
O21 -0.31570 -8.12554 0.78125
P4 -1.34562 -7.58469 1.94055
O22 -2.75577 -7.36999 1.52479
O23 -0.64452 -6.24003 2.48551
C19 -0.67046 -5.04336 1.70952
O24 -1.18734 -8.61973 3.18528
C20 0.00277 -8.98496 3.81102
H60 -0.92870 -8.61549 -1.10039
H61 -1.76269 -9.48255 0.22568
H62 -0.07501 -9.91485 -0.16263
H63 0.33914 -4.67521 1.52711
H64 -1.23996 -4.21713 2.13510
H65 -1.06220 -5.17497 0.70090
H66 -0.02887 -10.03583 4.09871
H67 0.20038 -8.44058 4.73443
H68 0.85573 -8.78394 3.16284
C21 -2.14314 2.77582 -4.99094
O25 -1.57553 1.72284 -5.74716
P5 -0.00487 1.86807 -6.20613
O26 0.76374 2.48207 -5.13984
O27 0.53475 0.35420 -6.56616
C22 1.80716 -0.12373 -6.14553
O28 -0.06031 2.63958 -7.61948
C23 -0.92254 2.07507 -8.58939
H69 -3.14924 2.98670 -5.35343
H70 -1.54191 3.66040 -5.20102
H71 -2.22243 2.64293 -3.91197
H72 2.29352 -0.68958 -6.94011
H73 1.66196 -0.84638 -5.34254
H74 2.48096 0.63587 -5.74917
H75 -1.38239 1.13380 -8.28829
H76 -0.41771 1.72344 -9.48916
H77 -1.73243 2.76406 -8.82913

No. 2
C23H79N8O17 | ωB97M-V/def2-TZVPD

- Net charge: -1

Element x y z (Å)
C1 0.85006 0.24927 -0.39747
C2 -0.61704 -0.10315 -0.42808
O1 -0.83072 -1.36755 0.12851
H1 0.99165 1.08331 -1.11950
H2 1.48765 -0.55908 -0.79052
H3 1.32236 0.58281 0.49612
H4 -0.93105 -0.08447 -1.47517
H5 -1.21834 0.57496 0.16604
C3 2.15347 3.47721 -2.43869
C4 3.42390 4.30324 -2.50105
O2 3.58866 4.92479 -3.72448
H6 2.08571 2.73281 -3.23940
H7 1.27425 4.14289 -2.56859
H8 2.09662 2.96452 -1.47627
H9 4.31267 3.80923 -2.13978
H10 3.35994 5.11520 -1.79833
H11 4.03861 4.27946 -4.31044
C5 -4.72956 -0.30889 -2.74195
C6 -3.15276 -0.35432 -2.56266
O3 -2.69510 -1.65913 -2.26483
H12 -5.03741 -1.09504 -3.36692
H13 -5.06327 0.60822 -3.18547
H14 -5.15161 -0.42420 -1.72560
H15 -2.79567 0.44320 -1.91071
H16 -2.64417 -0.11501 -3.47185
H17 -2.10116 -1.48032 -1.47970
C7 4.98637 -3.11071 1.78542
C8 4.59605 -1.69938 1.39377
O4 3.82921 -1.89510 0.28549
H18 4.25209 -3.93423 1.89054
H19 5.43570 -2.93259 2.75052
H20 5.66523 -3.42206 1.13567
H21 5.43078 -1.08340 0.97977
H22 4.09914 -1.21418 2.16160
H23 3.49141 -1.08314 -0.08121
C9 1.61639 -1.92698 -3.39165
C10 0.29708 -1.42354 -3.98871
O5 0.44616 -0.22791 -4.70422
H24 2.34204 -2.12247 -4.15287
H25 1.48366 -2.85157 -2.87807
H26 2.03862 -1.27148 -2.69305
H27 -0.49154 -1.25655 -3.25440
H28 -0.02106 -2.19593 -4.60649
H29 -0.08138 0.47525 -4.31255
C11 0.69843 3.84103 2.77570
C12 0.04352 2.75789 1.89670
O6 -1.12068 3.13333 1.35265
H30 0.89564 4.78325 2.25472
H31 1.66823 3.55281 3.11067
H32 0.06931 4.06744 3.65223
H33 -0.09108 1.94226 2.52500
H34 0.95187 2.59761 1.21513
H35 -1.73154 2.84293 2.02501
C13 -1.19555 2.89632 -2.94324
O7 -1.27821 1.76581 -3.74808
N1 -1.23164 4.11857 -3.37638
N2 -1.10123 2.80984 -1.66088
H36 -1.22476 4.29981 -4.37059
H37 -0.90324 4.95800 -2.80989
H38 -1.04913 1.87860 -1.21066
H39 -1.10004 3.55746 -0.94415
C14 -3.07094 -3.78201 1.20044
O8 -3.99492 -4.78467 1.25616
N3 -2.66779 -3.19685 0.14206
N4 -2.38793 -3.41851 2.25712
H40 -3.07683 -3.48384 -0.72396
H41 -1.97393 -2.45379 0.10175
H42 -2.68712 -3.76366 3.18953
H43 -1.77016 -2.59481 2.17254
C15 -0.06392 -1.18726 3.49507
O9 -0.30679 -1.03782 4.80539
N5 -0.98219 -0.96470 2.57103
N6 1.02402 -1.70579 3.00555
H44 -1.74746 -0.32279 2.77367
H45 -0.76473 -1.03897 1.55983
H46 1.72250 -2.00387 3.65078
H47 1.14676 -2.24196 2.09954
C16 1.11379 -4.22276 1.08476
O10 2.12774 -5.10074 1.46786
N7 -0.10622 -4.57569 0.97440
N8 1.38004 -2.96500 0.81118
H48 -0.43860 -5.51314 1.21166
H49 -0.90641 -3.95693 0.96206
H50 2.29620 -2.55710 0.87726
H51 0.70836 -2.39354 0.21371
C17 -4.66375 2.38089 -0.20941
O11 -4.75496 3.73122 0.06425
H52 -5.60293 1.77627 -0.10727
H53 -3.85039 1.90044 0.27941
H54 -4.44934 2.26873 -1.23812
H55 -5.18422 3.79072 0.90342
C18 5.43370 0.20820 -1.61627
O12 4.05938 0.48476 -1.35798
H56 5.99793 -0.15742 -0.76074
H57 5.94046 1.07359 -2.07041
H58 5.49729 -0.48838 -2.42418
H59 3.85937 0.98498 -0.60546
C19 -4.09743 1.30200 3.35072
O13 -3.07234 0.82042 2.54775
H60 -4.71218 1.86583 2.70762
H61 -3.65613 2.01881 4.08051
H62 -4.57552 0.50799 3.94084
H63 -3.51346 0.44501 1.70716
C20 -5.26970 -0.97112 1.24935
O14 -4.00709 -0.94659 0.62221
H64 -5.87542 -1.59759 0.55266
H65 -5.66799 0.03641 1.28131
H66 -5.19618 -1.38471 2.27551
H67 -3.70091 -1.84859 0.43654
C21 2.78814 0.97549 3.73877
O15 2.37397 0.46484 2.52877
H68 2.32519 1.93571 3.86911
H69 3.88188 1.14872 3.81477
H70 2.59714 0.21101 4.60969
H71 1.77175 -0.30578 2.55491
C22 3.56013 3.48765 1.07401
O16 3.60713 2.15373 0.74481
H72 4.28238 4.13709 0.59054
H73 3.71989 3.65110 2.11299
H74 2.63212 3.90747 0.80283
H75 3.19256 1.55236 1.41325
C23 -0.91959 -4.25241 -2.38090
O17 -1.22761 -5.40460 -1.56840
H76 -0.65591 -3.37501 -1.83170
H77 -1.83457 -3.79235 -2.77879
H78 -0.24392 -4.60433 -3.15942
H79 -1.09582 -5.19328 -0.64083

No. 3
C23H83BO22P | ωB97M-V/def2-TZVPD

- Net charge: -1

Element x y z (Å)
C1 0.40900 0.04872 1.94346
C2 0.72713 -0.23291 0.48221
O1 -0.35584 -0.73155 -0.30601
C3 -1.19152 0.24061 -0.79114
O2 -1.15456 0.50603 -1.96123
C4 -2.14392 0.89180 0.15559
C5 -3.44233 1.29869 -0.50007
C6 -4.43657 1.81343 0.54827
B1 -5.70495 0.80757 0.81112
P1 -5.26208 -0.90348 1.55411
O3 -6.41552 -1.80997 1.75090
O4 -4.11563 -1.69615 0.69990
O5 -4.49692 -0.73579 3.00180
H1 1.18294 -0.32731 2.58519
H2 -0.52610 -0.41627 2.20076
H3 0.29812 1.10797 2.07832
H4 1.51638 -0.95984 0.42058
H5 1.11141 0.65394 0.00523
H6 -1.64722 1.74020 0.60200
H7 -2.34650 0.19834 0.95522
H8 -3.85007 0.44945 -1.01943
H9 -3.21767 2.08386 -1.20330
H10 -4.81939 2.77147 0.23398
H11 -3.89698 1.98103 1.47224
H12 -6.26239 0.55689 -0.25115
H13 -6.47353 1.28985 1.62062
H14 -4.57101 -2.38798 0.21272
H15 -3.55259 -0.84935 2.87838
C7 3.28794 2.77518 -0.36266
O6 3.85539 1.81533 0.53203
H16 2.20865 2.74724 -0.24216
H17 3.63750 3.78663 -0.13128
H18 3.54328 2.52646 -1.39067
H19 4.80629 1.84533 0.40944
C8 1.48095 3.06123 4.30856
O7 1.79951 3.12333 2.91557
H20 0.52895 2.56543 4.42722
H21 2.24673 2.49346 4.84857
H22 1.40601 4.06252 4.74355
H23 2.64656 3.56435 2.83289
C9 -1.26215 2.05983 -4.84763
O8 -1.73699 3.33783 -5.33850
H24 -0.99193 2.18255 -3.80289
H25 -2.03653 1.30574 -4.91655
H26 -0.39030 1.73511 -5.41156
H27 -1.97439 3.20814 -6.25702
C10 -2.54178 -4.41967 -1.28338
O9 -3.61845 -3.63479 -1.77893
H28 -2.93014 -5.03682 -0.47804
H29 -2.13551 -5.07226 -2.06452
H30 -1.73953 -3.78810 -0.89018
H31 -3.28032 -3.07165 -2.47755
C11 -1.70407 -1.95851 -5.22926
O10 -1.35178 -0.83632 -6.03787
H32 -2.07067 -1.55626 -4.28841
H33 -2.49077 -2.56060 -5.69252
H34 -0.83860 -2.59358 -5.02226
H35 -1.01607 -1.15982 -6.87633
C12 5.74803 -0.02399 -2.18635
O11 5.18949 1.24380 -2.53148
H36 6.09718 0.03380 -1.16142
H37 5.00587 -0.82133 -2.26423
H38 6.59877 -0.26344 -2.82961
H39 4.88139 1.19446 -3.44071
C13 3.79925 -3.67167 -1.52700
O12 5.18636 -3.51718 -1.82667
H40 3.50582 -2.83589 -0.89697
H41 3.18793 -3.65472 -2.43416
H42 3.61729 -4.60551 -0.98935
H43 5.44552 -4.25551 -2.38143
C14 -1.80792 1.47487 6.68069
O13 -0.89662 2.53904 6.38552
H44 -1.94244 0.89965 5.77004
H45 -1.40903 0.81891 7.46048
H46 -2.77517 1.86949 6.99456
H47 -0.79666 3.05847 7.18510
C15 8.60389 -1.39557 0.88158
O14 8.42431 -0.35833 -0.08422
H48 8.17968 -2.30131 0.45742
H49 9.66438 -1.56655 1.09003
H50 8.09129 -1.16463 1.81713
H51 8.78839 0.45224 0.27580
C16 6.57343 -2.47258 4.50688
O15 7.48552 -1.39782 4.29039
H52 6.58700 -3.08392 3.60944
H53 6.87251 -3.09167 5.35694
H54 5.55477 -2.11190 4.66721
H55 7.48479 -0.84296 5.07247
C17 3.71481 -8.02298 0.12614
O16 4.60035 -6.95464 -0.18841
H56 3.68883 -8.68617 -0.73417
H57 4.05318 -8.58955 0.99781
H58 2.70686 -7.64398 0.31139
H59 4.61731 -6.36133 0.56652
C18 0.51940 -5.59339 1.03329
O17 1.75394 -5.24536 1.66032
H60 0.49238 -6.67668 0.95465
H61 -0.33598 -5.25966 1.62442
H62 0.44916 -5.16098 0.03179
H63 1.79224 -4.28893 1.72934
C19 0.27766 5.95638 -4.45690
O18 0.20618 4.88062 -3.53964
H64 0.90018 6.72453 -4.00325
H65 0.73369 5.65447 -5.40590
H66 -0.71003 6.38171 -4.66011
H67 -0.34620 4.20429 -3.94433
C20 -5.34833 1.85573 9.18887
O19 -4.46701 2.94977 8.93489
H68 -5.46770 1.32116 8.25345
H69 -4.93664 1.17422 9.94030
H70 -6.33200 2.20035 9.51767
H71 -4.35450 3.43768 9.75226
C21 2.57548 0.29852 -5.00122
O20 3.96438 0.43032 -5.32618
H72 2.32008 1.11980 -4.33944
H73 1.95115 0.35912 -5.89488
H74 2.37035 -0.64133 -4.48408
H75 4.20493 -0.29323 -5.90677
C22 -3.99320 5.35736 -7.68075
O21 -4.63371 4.15933 -8.11995
H76 -4.58499 6.18378 -8.06263
H77 -3.96581 5.41783 -6.59054
H78 -2.97598 5.43810 -8.07514
H79 -4.14182 3.40922 -7.78221
C23 -9.44876 1.94709 3.60230
O22 -8.10874 1.52362 3.74852
H80 -9.58512 2.81771 4.24164
H81 -9.67126 2.23549 2.56943
H82 -10.16290 1.17385 3.91048
H83 -7.96637 0.76136 3.17505

So what do the calculations give for lowest unoccupied orbital energy? Going down the list: 0.19; 1.91; 1.66 eV.